1.
{
  "formula": "C26H48AlClN3O11S",
  "method": "the ωB97M-V functional and the def2-TZVPD basis",
  "species": ["O", "C", "C", "Al", "C", "C", "C", "C", "S", "O", "O", "Cl", "C", "O", "N", "O", "O", "C", "O", "C", "C", "C", "C", "C", "C", "H", "H", "H", "H", "H", "H", "H", "H", "H", "H", "H", "H", "H", "H", "H", "H", "H", "H", "C", "O", "C", "C", "N", "C", "C", "O", "C", "H", "H", "H", "H", "H", "H", "H", "H", "H", "H", "H", "H", "H", "H", "H", "C", "O", "C", "C", "N", "C", "C", "O", "C", "H", "H", "H", "H", "H", "H", "H", "H", "H", "H", "H", "H", "H", "H", "H"],
  "positions_angstrom": [[-1.3203, 0.0692, 4.7320], [-0.5713, 0.9919, 4.1026], [0.9889, 0.7226, 3.6073], [1.0842, -0.5917, 2.0050], [0.3461, 0.1748, 0.2512], [-0.7725, 1.3624, 0.4244], [-2.2596, 0.8541, 0.8921], [-3.3449, 1.7599, -0.0018], [-3.2564, 3.6068, 0.4070], [-4.7083, 4.2064, 0.4864], [-2.5385, 4.4459, -0.7158], [-2.2607, 4.0436, 2.1888], [0.0233, -2.2858, 2.5821], [-0.2609, -3.2105, 1.4733], [-1.6036, -3.1685, 1.2649], [-2.0247, -4.3289, 1.3637], [2.9080, -1.1647, 1.8904], [3.5565, -0.5577, 0.6942], [4.0341, 0.7162, 0.7278], [3.6451, -1.4344, -0.7253], [2.8288, -1.0211, -2.1065], [2.8832, -1.9177, -3.5097], [3.8121, -3.2663, -3.5868], [4.6792, -3.6933, -2.2462], [4.5836, -2.8120, -0.8290], [-1.0562, 2.0347, 3.8363], [1.5318, 0.1878, 4.4995], [1.4950, 1.7681, 3.3336], [-0.0626, -0.7255, -0.4132], [1.2697, 0.6765, -0.3153], [-0.3266, 2.2158, 1.0888], [-0.9143, 1.8399, -0.6606], [-2.4218, -0.3031, 0.7534], [-2.4374, 1.1974, 2.0209], [-3.1544, 1.6730, -1.1563], [-4.4078, 1.2944, 0.2203], [0.6307, -2.8050, 3.4602], [-0.9968, -1.9233, 3.0301], [2.1538, -0.0451, -2.1724], [2.2509, -1.5863, -4.4526], [3.8160, -3.8603, -4.6077], [5.3625, -4.6523, -2.3557], [5.2268, -3.1769, 0.0916], [1.6453, 5.7108, 1.7173], [0.7641, 6.4260, 0.8610], [-0.4968, 6.7155, 1.4753], [-0.6552, 8.2300, 1.6800], [0.2525, 8.7205, 2.7236], [0.3209, 10.1819, 2.7999], [0.9324, 10.9199, 1.5920], [2.3255, 10.6632, 1.4042], [2.6102, 9.5117, 0.6215], [2.5334, 5.4383, 1.1418], [1.9583, 6.3342, 2.5575], [1.1741, 4.7935, 2.0832], [-0.6306, 6.1718, 2.4192], [-1.2712, 6.3749, 0.7794], [-1.6875, 8.4501, 1.9651], [-0.4486, 8.7197, 0.7218], [1.1868, 8.3616, 2.5466], [0.9290, 10.4192, 3.6812], [-0.6821, 10.5791, 2.9956], [0.8550, 11.9939, 1.7981], [0.3719, 10.7526, 0.6655], [1.8480, 9.3214, -0.1376], [2.7318, 8.6410, 1.2689], [3.5670, 9.6732, 0.1165], [-0.8118, -10.6583, -2.9625], [-2.0154, -9.9588, -3.2512], [-2.8148, -9.7216, -2.0868], [-2.8832, -8.2167, -1.7842], [-1.5891, -7.7135, -1.3088], [-1.5225, -6.2521, -1.2313], [-1.6021, -5.4745, -2.5605], [-0.4780, -5.6816, -3.4181], [-0.5925, -6.8099, -4.2743], [-0.3178, -10.8916, -3.9089], [-0.1381, -10.0387, -2.3669], [-1.0219, -11.5966, -2.4403], [-2.4541, -10.2848, -1.2166], [-3.8245, -10.0763, -2.3209], [-3.6447, -8.0358, -1.0210], [-3.1864, -7.7048, -2.7043], [-0.8566, -8.0382, -1.9341], [-0.5639, -6.0092, -0.7572], [-2.3064, -5.8918, -0.5548], [-1.5900, -4.4071, -2.3101], [-2.5431, -5.6450, -3.0952], [-1.6259, -7.0130, -4.5648], [-0.1493, -7.6867, -3.7979], [-0.0130, -6.6084, -5.1799]],
  "lowdin_charge": [-0.146, -0.228, -0.165, 0.309, -0.232, -0.288, -0.207, -0.251, 0.527, -0.447, -0.438, 0.423, -0.200, -0.213, -0.049, -0.017, -0.157, -0.311, -0.073, -0.034, -0.011, -0.074, -0.092, -0.077, -0.008, 0.070, 0.079, 0.073, 0.079, 0.054, 0.083, 0.107, 0.126, 0.090, 0.125, 0.124, 0.097, 0.068, 0.086, 0.080, 0.076, 0.073, 0.091, -0.104, -0.194, -0.242, -0.197, -0.057, -0.202, -0.220, -0.187, -0.100, 0.093, 0.076, 0.079, 0.076, 0.091, 0.121, 0.102, 0.069, 0.115, 0.114, 0.115, 0.107, 0.089, 0.071, 0.087, -0.118, -0.204, -0.209, -0.207, -0.053, -0.197, -0.208, -0.181, -0.106, 0.087, 0.078, 0.084, 0.120, 0.115, 0.121, 0.100, 0.068, 0.123, 0.099, 0.120, 0.106, 0.086, 0.068, 0.085],
  "charge": -1,
  "homo_lumo_gap_ev": 6.66,
  "lumo_ev": 0.8,
  "total_energy_ha": -3111.59251
}

=====

2.
{
  "formula": "C24H44As5F30N8",
  "method": "the ωB97M-V functional and the def2-TZVPD basis",
  "species": ["C", "C", "N", "C", "C", "N", "C", "C", "H", "H", "H", "H", "H", "H", "H", "H", "H", "H", "H", "C", "C", "N", "C", "C", "N", "C", "C", "H", "H", "H", "H", "H", "H", "H", "H", "H", "H", "H", "C", "C", "N", "C", "C", "N", "C", "C", "H", "H", "H", "H", "H", "H", "H", "H", "H", "H", "H", "C", "C", "N", "C", "C", "N", "C", "C", "H", "H", "H", "H", "H", "H", "H", "H", "H", "H", "H", "As", "F", "F", "F", "F", "F", "F", "As", "F", "F", "F", "F", "F", "F", "As", "F", "F", "F", "F", "F", "F", "As", "F", "F", "F", "F", "F", "F", "As", "F", "F", "F", "F", "F", "F"],
  "positions_angstrom": [[-2.3557, 2.8719, 0.8835], [-3.2416, 3.1692, -0.3323], [-2.9254, 2.2789, -1.4734], [-3.4153, 1.0537, -1.7155], [-2.7727, 0.5926, -2.8520], [-1.9261, 1.6086, -3.2486], [-2.0142, 2.6360, -2.4125], [-1.1599, 1.6774, -4.4878], [-2.7232, 3.4734, 1.7127], [-1.2864, 3.0689, 0.6852], [-2.4265, 1.7999, 1.1348], [-3.2320, 4.1958, -0.7653], [-4.2836, 3.0576, -0.0251], [-4.1865, 0.4589, -1.2316], [-2.8304, -0.3909, -3.2766], [-1.4211, 3.4901, -2.4615], [-0.8252, 0.6527, -4.6658], [-0.2833, 2.2349, -4.3745], [-1.8000, 1.8763, -5.3222], [-2.5372, -5.1708, 5.0369], [-2.4659, -4.4403, 3.7379], [-1.1239, -4.1617, 3.1671], [-0.5674, -4.4029, 1.9239], [0.7568, -4.0286, 1.8812], [0.9824, -3.5625, 3.2307], [-0.1610, -3.6722, 3.9248], [2.2874, -3.0854, 3.8347], [-2.0472, -6.1281, 5.0712], [-3.6136, -5.2729, 5.2010], [-2.2430, -4.5741, 5.8732], [-3.0852, -3.5891, 3.7486], [-2.8850, -5.1134, 2.9662], [-1.1017, -4.8828, 1.0759], [1.5613, -4.0535, 1.1007], [-0.2356, -3.3418, 4.9684], [2.5225, -3.7691, 4.6561], [2.2910, -2.0678, 4.0756], [3.0246, -3.2455, 3.0482], [2.4851, 2.9905, -5.3567], [3.8201, 2.4901, -4.8065], [3.6961, 1.2237, -4.1139], [3.2457, 1.0630, -2.8353], [3.3484, -0.2596, -2.5174], [3.8809, -0.8836, -3.6069], [4.0870, 0.0270, -4.5486], [4.0544, -2.2550, -3.6903], [2.0294, 2.4897, -6.2026], [2.6164, 4.0540, -5.5035], [1.7050, 2.9925, -4.6192], [4.2260, 3.1591, -4.0483], [4.5069, 2.4162, -5.5999], [2.8231, 1.9310, -2.4377], [3.1818, -0.7432, -1.5830], [4.5096, -0.1466, -5.5600], [3.1055, -2.7815, -3.4598], [4.7808, -2.5953, -2.9771], [4.3031, -2.6480, -4.6595], [0.8056, 3.2396, 2.7345], [1.3460, 1.7856, 2.6290], [0.6891, 0.9250, 1.6206], [0.8530, 1.0373, 0.2212], [-0.1027, 0.3087, -0.4234], [-0.7607, -0.3428, 0.6453], [-0.3311, 0.0676, 1.8372], [-1.7353, -1.3679, 0.3882], [-0.2531, 3.2973, 3.0155], [0.8322, 3.6879, 1.7171], [1.4027, 3.8124, 3.4032], [1.2886, 1.3071, 3.5804], [2.4126, 1.7383, 2.3551], [1.5855, 1.7349, -0.1524], [-0.1305, -0.0033, -1.4454], [-0.7190, -0.1643, 2.7625], [-1.2287, -2.2736, 0.0817], [-2.4324, -1.1214, -0.4440], [-2.2804, -1.5646, 1.3154], [-6.0489, 0.6340, 1.5312], [-7.1801, 1.6884, 2.3446], [-7.3401, -0.4356, 0.8710], [-4.7518, -0.3660, 0.6901], [-4.7289, 1.7549, 2.0429], [-5.8722, -0.2825, 2.9844], [-6.0912, 1.5367, -0.0047], [1.2422, 4.7771, -1.8020], [2.6467, 4.5790, -2.7992], [0.8264, 3.0272, -2.2328], [-0.2183, 4.8639, -0.7898], [1.7321, 6.3211, -1.4201], [0.2689, 5.2398, -3.1934], [2.1465, 4.1591, -0.4029], [-0.9708, -0.2138, 5.7536], [-2.4089, 0.1254, 6.5929], [-1.9289, -1.1666, 4.6244], [0.4924, -0.6636, 4.7476], [0.0906, 0.5437, 6.9307], [-0.6851, -1.7858, 6.5234], [-1.0689, 1.2070, 4.7500], [4.1666, -0.8293, 1.1104], [2.6737, -1.3427, 0.3066], [3.8322, 0.7943, 0.6133], [5.6204, -0.2973, 1.9203], [4.4970, -2.6256, 1.4119], [5.1263, -1.1953, -0.4037], [3.2606, -0.6344, 2.5617], [-0.4691, -2.7704, -3.9292], [0.1072, -3.4004, -5.4432], [0.8058, -1.5633, -3.8588], [-1.0257, -2.1014, -2.3590], [-1.7246, -3.9731, -3.8362], [0.6144, -3.8141, -3.0572], [-1.5334, -1.6613, -4.7881]],
  "lowdin_charge": [-0.068, -0.142, -0.016, -0.022, -0.002, -0.067, -0.008, 0.032, 0.086, 0.052, 0.069, 0.135, 0.098, 0.117, 0.111, 0.108, 0.082, 0.048, 0.100, -0.067, -0.161, -0.023, -0.050, 0.036, -0.038, -0.053, 0.033, 0.081, 0.094, 0.070, 0.111, 0.133, 0.145, 0.150, 0.151, 0.103, 0.043, 0.066, -0.057, -0.149, -0.043, 0.028, 0.005, -0.088, -0.014, -0.012, 0.081, 0.082, 0.026, 0.126, 0.106, 0.095, 0.088, 0.179, 0.107, 0.101, 0.100, -0.042, -0.153, 0.010, -0.029, 0.009, -0.065, 0.000, -0.016, 0.067, 0.059, 0.066, 0.087, 0.108, 0.099, 0.112, 0.099, 0.068, 0.084, 0.099, 0.867, -0.261, -0.292, -0.325, -0.289, -0.251, -0.294, 0.795, -0.245, -0.310, -0.261, -0.196, -0.261, -0.266, 0.800, -0.212, -0.277, -0.307, -0.253, -0.293, -0.236, 0.849, -0.278, -0.233, -0.246, -0.320, -0.302, -0.228, 0.769, -0.255, -0.273, -0.287, -0.253, -0.269, -0.268],
  "charge": -1,
  "homo_lumo_gap_ev": 9.77,
  "lumo_ev": 1.7,
  "total_energy_ha": -15554.61098
}

=====

3.
{
  "formula": "C16H17N",
  "method": "the ωB97M-V functional and the def2-TZVPD basis",
  "species": ["C", "C", "C", "N", "C", "C", "C", "C", "C", "C", "H", "H", "H", "H", "H", "H", "H", "H", "H", "C", "C", "C", "C", "C", "C", "C", "H", "H", "H", "H", "H", "H", "H", "H"],
  "positions_angstrom": [[-3.5548, -1.7412, 1.8597], [-2.8149, -0.5262, 1.7393], [-2.2599, 0.1626, 2.8341], [-1.4793, 1.1993, 2.3392], [-1.4124, 1.1942, 0.9985], [-0.4408, 1.8058, 0.0630], [-0.5172, 1.5697, -1.3035], [-1.6899, 0.7979, -1.6806], [-2.3808, -0.0846, -0.8490], [-2.2808, 0.0327, 0.5111], [-3.1765, -2.6701, 1.3220], [-4.5207, -1.8994, 1.4785], [-3.8774, -2.0561, 2.8858], [-2.2525, -0.0440, 3.8436], [-0.8002, 1.5383, 3.0998], [0.3434, 2.4822, 0.4726], [0.1416, 1.9912, -2.1545], [-2.2215, 0.9305, -2.5600], [-2.8283, -0.9333, -1.4535], [1.0841, -1.2262, 0.4638], [1.9772, -0.3542, -0.3878], [2.7768, 0.7928, -0.1343], [3.8197, 1.2123, -0.9405], [3.9360, 0.4937, -2.1076], [3.0597, -0.5412, -2.6227], [2.1898, -0.9495, -1.6339], [0.1497, -0.7794, 0.3919], [1.2815, -1.3526, 1.4999], [0.9449, -2.2775, 0.0475], [2.4443, 1.2496, 0.8745], [4.4801, 2.0374, -0.5842], [4.7045, 0.7639, -2.8283], [3.4294, -0.8609, -3.6224], [1.7453, -1.9576, -1.8619]],
  "lowdin_charge": [-0.098, -0.242, -0.034, 0.030, -0.175, -0.058, -0.084, -0.106, -0.069, -0.127, 0.106, 0.047, 0.095, 0.093, 0.194, 0.103, 0.137, 0.067, 0.132, -0.036, -0.262, -0.080, -0.106, -0.121, -0.056, -0.107, 0.020, 0.068, 0.107, 0.127, 0.118, 0.087, 0.113, 0.118],
  "smiles": "Cc1c[nH]c2ccccc12.Cc1ccccc1",
  "homo_lumo_gap_ev": 8.40,
  "e_above_lowest_kcal_mol": 95.7,
  "lumo_ev": 0.7,
  "total_energy_ha": -674.50413
}

=====

Q: Which formula does entry 3 have?
A: C16H17N